(1)
17
Properties=species:S:1:pos:R:3:mulliken_charge:R:1 method="wB97M-V/def2-TZVPD" charge=0 total_energy_ev=-47762.1182
C 0.930 -0.002 -1.587 -0.4882
C -0.431 -0.131 -1.542 -0.4627
C 1.665 -0.065 -0.397 0.4573
C 0.997 0.284 0.981 -1.2871
C -0.229 1.036 1.163 -0.0958
C -1.309 -0.070 -0.332 0.0902
N -1.359 -1.327 0.426 1.0988
O -2.268 -1.403 1.229 -0.6281
O -0.536 -2.164 0.256 -0.5562
S 3.163 -0.464 -0.146 -0.2777
Cl -0.384 2.644 0.653 -0.0983
Cl -2.836 0.700 -0.709 -0.1250
H 1.396 -0.095 -2.554 0.4504
H -0.912 -0.050 -2.515 0.3673
H 0.956 -0.600 1.495 0.5213
H 1.779 0.870 1.416 0.6603
H -0.621 0.836 2.162 0.3736


(2)
81
Properties=species:S:1:pos:R:3:mulliken_charge:R:1 method="wB97M-V/def2-TZVPD" charge=0 total_energy_ev=-37967.9997 smiles=CC(C)O.CC(C)O.CC(C)O.CC(C)O.CCO.CCO.CCO.O.O
C -11.562 -6.319 6.682 -1.0966
C -10.591 -6.062 7.812 1.7277
C -9.230 -5.525 7.479 -1.6089
O -11.161 -5.027 8.609 -0.5378
H -11.318 -7.184 6.054 0.3231
H -11.516 -5.411 6.013 0.2987
H -12.572 -6.442 7.059 0.2034
H -10.482 -7.012 8.411 -0.5957
H -8.661 -6.332 6.943 0.3683
H -8.645 -5.276 8.373 0.3338
H -9.289 -4.667 6.847 0.3911
H -11.958 -5.351 9.084 0.1861
C -14.538 -9.270 12.357 -0.8783
C -14.141 -9.609 13.755 0.5337
C -13.519 -11.028 13.821 -1.4879
O -13.148 -8.742 14.276 -0.3587
H -13.641 -9.227 11.646 -0.1346
H -15.044 -8.318 12.250 0.3887
H -15.123 -10.136 11.978 0.4048
H -15.036 -9.557 14.425 0.3984
H -14.196 -11.829 13.615 0.4779
H -13.143 -11.151 14.833 0.3684
H -12.641 -11.133 13.108 0.2216
H -13.560 -7.905 14.492 0.1722
C -14.905 -3.792 15.010 -1.2904
C -13.877 -4.677 15.576 0.8045
C -14.361 -5.334 16.851 -1.5435
O -13.803 -5.704 14.559 -0.4185
H -15.218 -3.064 15.706 0.4435
H -15.798 -4.438 14.916 0.2820
H -14.606 -3.461 13.989 0.2381
H -12.816 -4.383 15.732 0.2288
H -13.506 -5.834 17.331 0.2955
H -15.158 -6.076 16.642 0.2974
H -14.694 -4.667 17.606 0.4895
H -12.914 -5.676 14.201 0.0754
C -7.839 -5.780 15.322 -1.5012
C -9.282 -5.973 14.885 1.0839
C -9.959 -7.057 15.694 -1.1285
O -10.133 -4.829 14.927 -0.4613
H -7.334 -5.094 14.540 0.3768
H -7.381 -6.771 15.298 0.3809
H -7.714 -5.352 16.334 0.3492
H -9.230 -6.272 13.871 -0.0987
H -9.424 -8.038 15.629 0.3337
H -10.985 -7.123 15.412 0.0218
H -9.888 -6.735 16.746 0.4257
H -9.619 -4.046 14.721 0.2843
C -15.941 -6.326 8.328 -1.4911
C -15.181 -7.383 9.182 0.1346
O -13.971 -7.630 8.676 -0.3347
H -16.921 -6.064 8.670 0.4295
H -16.158 -6.681 7.363 0.3715
H -15.339 -5.453 8.246 0.3111
H -15.759 -8.222 9.424 0.4202
H -15.103 -6.892 10.188 0.0463
H -13.438 -8.238 9.182 0.3163
C -11.369 -3.524 11.325 -1.1413
C -11.799 -4.938 11.639 0.9412
O -10.837 -5.884 11.259 -0.1117
H -10.699 -3.499 10.432 0.2611
H -10.706 -3.219 12.150 0.3065
H -12.188 -2.835 11.274 0.3885
H -12.789 -5.133 11.155 -0.1257
H -11.858 -5.009 12.699 -0.5687
H -10.577 -5.729 10.323 0.1380
C -12.708 -11.389 9.256 -1.2680
C -11.697 -10.436 9.893 0.1887
O -11.951 -9.155 9.358 -0.2488
H -12.369 -11.698 8.231 0.3311
H -13.648 -10.863 9.168 0.2192
H -12.920 -12.316 9.806 0.3694
H -10.663 -10.721 9.622 0.4160
H -11.801 -10.353 10.999 -0.0869
H -11.172 -8.658 9.618 -0.1795
O -10.423 -8.429 12.597 -0.7073
H -11.195 -8.686 13.103 0.2391
H -10.460 -7.487 12.350 0.3170
O -9.145 -8.751 10.333 -0.6309
H -8.346 -8.307 10.411 0.2765
H -9.571 -8.673 11.203 0.4046


(3)
11
Properties=species:S:1:pos:R:3:mulliken_charge:R:1 method="wB97M-V/def2-TZVPD" charge=0 total_energy_ev=-9129.1616
C 0.054 -1.766 0.795 0.1659
C -1.089 -0.507 -0.181 -0.5795
C -0.598 0.871 0.054 -0.2427
N 1.596 2.483 -2.077 -0.5932
N 1.059 1.838 -1.327 0.5702
N 0.798 -2.614 1.264 -0.2666
N 0.722 1.084 -0.479 -0.2061
H -0.570 1.180 1.111 0.2420
H -1.334 1.510 -0.460 0.3994
H -2.039 -0.712 0.305 0.2116
H 1.402 -3.367 0.993 0.2989


(4)
39
Properties=species:S:1:pos:R:3:mulliken_charge:R:1 method="wB97M-V/def2-TZVPD" charge=0 total_energy_ev=-46462.6567
Os -0.304 0.373 -0.044 0.5350
C 2.909 -1.369 2.418 -1.4947
C 1.740 -0.649 1.827 0.6965
N 1.689 -0.280 0.591 0.2399
O 2.789 -0.597 -0.174 -0.4862
C 0.591 -0.311 2.622 0.1864
C 0.567 -0.451 4.112 -1.4846
N -0.436 0.192 1.963 0.4406
O -1.498 0.564 2.548 -0.7717
H 3.516 -1.803 1.629 0.4540
H 2.568 -2.156 3.088 0.3406
H 3.524 -0.672 2.989 0.2873
H 2.643 -0.109 -0.997 0.3606
H 0.681 -1.490 4.424 0.3351
H -0.391 -0.080 4.467 0.3670
H 1.363 0.142 4.568 0.2988
N -1.879 3.722 2.052 -0.4424
C -1.570 2.862 1.060 0.6445
O -0.407 2.755 0.650 -0.6838
C -2.721 2.088 0.470 -0.7607
C -2.211 1.107 -0.581 -0.8916
H -1.120 4.165 2.541 0.2653
H -2.744 3.601 2.548 0.2188
H -3.438 2.801 0.046 0.5211
H -3.213 1.564 1.286 0.2878
H -2.128 1.627 -1.540 0.4008
H -2.939 0.302 -0.718 0.4432
C -0.251 -2.977 -3.560 -1.4577
C -0.110 -1.755 -2.692 0.6611
S -0.645 -1.950 -1.088 -0.3792
C 0.389 -0.571 -3.197 0.6447
C 0.751 -0.430 -4.651 -1.4962
S 0.648 0.828 -2.247 -0.3802
H -0.335 -3.866 -2.940 0.4466
H 0.604 -3.095 -4.225 0.3183
H -1.152 -2.906 -4.174 0.2887
H 1.433 -1.219 -4.974 0.3256
H 1.232 0.529 -4.826 0.4277
H -0.145 -0.488 -5.272 0.2928


(5)
71
Properties=species:S:1:pos:R:3:mulliken_charge:R:1 method="wB97M-V/def2-TZVPD" charge=+4 total_energy_ev=-119932.6258
Hf -0.466 -0.107 -1.245 -0.4925
P -3.082 -0.321 -0.787 1.1613
P 0.201 -2.651 -1.172 0.8823
P 0.058 2.419 -1.592 0.9544
H 4.362 0.234 -0.556 0.2663
C 4.205 0.119 0.525 -0.4639
C 4.373 -1.072 1.131 -0.6844
H 4.670 -1.962 0.565 0.3326
C -4.337 -1.012 -1.929 -1.4086
C -3.594 -1.267 0.692 -1.2428
C -3.825 1.331 -0.495 -1.2208
C 1.994 -3.021 -1.195 -1.0517
C -0.364 -3.597 0.300 -1.0613
C -0.467 -3.706 -2.506 -1.1910
C 1.783 2.750 -2.084 -1.0241
C -0.191 3.559 -0.184 -1.2833
C -0.877 3.294 -2.899 -0.9855
H 3.926 1.019 1.086 0.3403
H 4.240 -1.198 2.213 0.3101
H -5.322 -0.626 -1.633 0.5633
H -4.335 -2.106 -1.859 0.4428
H -4.136 -0.725 -2.969 0.4463
H -4.653 -1.057 0.895 0.4678
H -2.995 -0.997 1.566 0.3463
H -3.458 -2.338 0.492 0.4045
H -4.857 1.313 -0.870 0.4503
H -3.268 2.113 -1.030 0.0997
H -3.846 1.579 0.573 0.4598
H 2.155 -4.059 -0.870 0.5461
H 2.544 -2.343 -0.527 -0.0911
H 2.384 -2.893 -2.213 0.4926
H 0.268 -4.488 0.422 0.4917
H -1.409 -3.903 0.156 0.3816
H -0.305 -2.991 1.210 0.2887
H 0.275 -4.466 -2.785 0.4634
H -0.720 -3.089 -3.377 0.3603
H -1.381 -4.202 -2.154 0.4447
H 1.987 3.829 -2.051 0.5092
H 1.963 2.373 -3.098 0.2254
H 2.465 2.231 -1.397 0.3144
H 0.057 4.587 -0.485 0.5495
H 0.447 3.262 0.657 0.3439
H -1.236 3.526 0.152 0.3497
H -0.610 4.360 -2.887 0.5147
H -1.955 3.192 -2.730 0.2799
H -0.648 2.870 -3.883 0.1691
C 0.080 0.097 -4.520 0.3791
C 1.296 -0.510 -4.189 0.1630
C 2.490 0.003 -4.708 -0.6555
C 2.459 1.034 -5.650 -0.7263
C 1.233 1.558 -6.068 -0.3556
C 0.039 1.091 -5.514 -0.9421
Se -1.602 -0.280 -3.502 0.0817
H 1.279 0.115 0.573 0.2904
H 1.328 -1.362 -3.501 0.2485
H 3.443 -0.404 -4.373 0.4707
H 3.390 1.425 -6.062 0.4620
H 1.204 2.343 -6.823 0.4439
H -0.923 1.502 -5.817 0.6236
C -0.994 1.320 4.245 -0.6485
N -0.574 0.807 2.951 0.1866
C 0.626 0.280 2.643 -0.4560
C 0.562 -0.294 1.298 0.0111
N -0.785 0.124 0.857 0.9221
C -1.387 0.743 1.862 -0.9514
H -1.833 0.728 4.641 0.3765
H -0.140 1.259 4.928 0.3334
H -1.329 2.362 4.159 0.3601
H 1.438 0.188 3.362 0.5575
H 0.732 -1.378 1.355 -0.1412
H -2.390 1.154 1.862 0.5145


(6)
16
Properties=species:S:1:pos:R:3:mulliken_charge:R:1 method="wB97M-V/def2-TZVPD" charge=0 total_energy_ev=-7391.4972 smiles="CC1C=C1.CO"
C -0.510 0.369 1.506 -1.0141
C 0.970 0.338 1.151 -0.2238
C 1.659 1.518 0.532 -0.6012
C 1.464 0.517 -0.262 -0.1650
H -0.956 -0.635 1.480 0.2799
H -0.665 0.764 2.517 0.3479
H -1.063 1.006 0.806 0.2600
H 1.554 -0.302 1.823 0.2879
H 2.036 2.515 0.699 0.3692
H 1.544 0.050 -1.233 0.4637
C -1.261 -0.876 -1.704 -0.5188
O -0.183 -1.739 -1.407 -0.5371
H -2.146 -1.085 -1.086 0.2369
H -1.525 -1.045 -2.751 0.2629
H -0.993 0.184 -1.581 0.2371
H 0.074 -1.580 -0.490 0.3144


Per-record strongest force on any atom, Eh/bohr: 0.073 0.086 0.098 0.095 0.077 0.008